DFT (the ωB97M-V functional and the def2-TZVPD basis) results for a molecular structure, C35H54N5O5RbS2Si at a distorted geometry.

Results
LUMO level = 3.894 eV
Orbital gap = 5.81 eV
E_HOMO = -1.92 eV
Electronic energy = -85071.7186 eV

ORCA input file:
```
! wB97M-V def2-TZVPD RIJCOSX def2/J DEFGRID3
* xyz -2 1
Rb -0.32158 0.73826 0.43549
C 0.30691 5.81947 1.60476
C 0.05766 4.38564 2.01688
N 0.82898 3.44225 1.64050
N 1.94987 3.78562 0.89116
C 1.80663 3.86571 -0.38451
S 0.41893 3.67884 -1.37874
S 3.29894 4.25597 -1.32789
C 4.52722 4.55712 -0.01903
C 5.46215 3.40010 0.19034
C 4.99483 2.22752 0.78636
C 5.84206 1.14783 0.97511
C 7.17318 1.21717 0.57340
C 7.64575 2.37736 -0.02065
C 6.79250 3.45988 -0.20922
C -1.05686 4.09644 2.96157
C -1.24407 4.95823 4.03698
C -2.20356 4.74167 5.02049
C -3.00859 3.60636 4.90680
C -2.86945 2.74196 3.84064
C -1.90011 2.93960 2.80524
O -1.82287 2.15698 1.80699
H 0.49188 5.86653 0.53198
H 1.19334 6.21520 2.11115
H -0.54950 6.44612 1.85002
H 3.92881 4.72933 0.87684
H 5.07551 5.46174 -0.28375
H 3.95239 2.18179 1.08250
H 5.46105 0.24273 1.43307
H 7.83271 0.36995 0.71843
H 8.67923 2.44126 -0.34184
H 7.16233 4.36430 -0.68137
H -0.59351 5.82472 4.12316
H -2.30630 5.42251 5.85677
H -3.75986 3.40211 5.66507
H -3.49361 1.85877 3.75384
C -4.88103 4.16738 0.19242
C -3.58190 4.31395 -0.57612
N -3.03862 3.00330 -0.86599
C -3.80914 1.86206 -0.85596
N -3.21218 0.73093 -0.78135
C -4.00071 -0.48002 -0.73183
C -5.31550 -0.33700 -1.48614
C -6.03930 0.87921 -0.93983
N -5.18294 2.04765 -1.00337
C -5.81245 3.31247 -0.64502
H -5.33669 5.13876 0.39849
H -4.67214 3.66748 1.14297
H -2.83911 4.86758 -0.00275
H -3.76636 4.87028 -1.50487
H -2.14384 2.82444 -0.43142
H -4.21458 -0.74602 0.31309
H -3.39807 -1.29355 -1.13616
H -5.94347 -1.22470 -1.37125
H -5.11148 -0.19191 -2.55077
H -6.34941 0.68404 0.09835
H -6.94668 1.09138 -1.51494
H -6.73440 3.09288 -0.09737
H -6.09739 3.86479 -1.55113
C 1.80925 -1.33611 -2.74088
C 2.69329 -2.45937 -2.20102
C 4.02947 -1.88846 -1.73947
C 2.91997 -3.51829 -3.28081
O 2.11271 -3.08277 -1.06749
Si 0.49383 -3.34173 -0.71983
O -0.30650 -2.09686 -0.24116
O 0.55645 -4.63275 0.35903
C 1.27006 -4.70159 1.57869
C 2.65031 -5.30061 1.30591
C 1.41531 -3.32632 2.23185
C 0.46821 -5.62391 2.49199
O -0.06553 -4.09897 -2.11106
C -1.26245 -4.83605 -2.27452
C -1.72309 -4.59747 -3.70910
C -2.35019 -4.38064 -1.30082
C -0.95486 -6.31817 -2.05741
H 2.27468 -0.87837 -3.61709
H 1.66242 -0.56713 -1.98205
H 0.82621 -1.72143 -3.01998
H 4.57361 -1.43787 -2.57337
H 4.63945 -2.68458 -1.30510
H 3.86631 -1.12459 -0.97733
H 3.34905 -3.07045 -4.18155
H 1.96825 -3.99056 -3.52815
H 3.60174 -4.28704 -2.90739
H 3.14665 -4.70915 0.53541
H 2.54944 -6.32787 0.94575
H 3.26290 -5.29996 2.21251
H 2.06570 -2.68604 1.63143
H 1.84206 -3.42836 3.23322
H 0.44177 -2.83795 2.29225
H 0.33217 -6.59419 2.00813
H -0.51690 -5.19074 2.67748
H 0.97771 -5.77135 3.44834
H -1.93483 -3.53626 -3.85473
H -2.62504 -5.17431 -3.93301
H -0.93266 -4.88893 -4.40481
H -2.46259 -3.29765 -1.35119
H -2.07180 -4.62691 -0.27370
H -3.29998 -4.86602 -1.54244
H -0.26567 -6.67633 -2.82670
H -1.87040 -6.91651 -2.09514
H -0.48205 -6.44179 -1.08223
*
```

Results of the natural (NBO) charge analysis, in e, for atoms 1 through 5: 0.9482, -0.6981, 0.2816, -0.2812, -0.4653